Entry 1:
One molecule with the formula C5H9N at a distorted geometry, computed with wB97M-V/def2-TZVPD.

- Calculated total energy: -250.5947 Ha
- Gap between HOMO and LUMO: 9.42 eV
- Structure (SMILES): C=CC(=C)NC
- HOMO energy: -8.26 eV
- Energy relative to the best compared isomer or geometry (same formula, charge and spin): 189.80 kJ/mol
- Strongest force on any atom: 2.617 eV Å⁻¹

Cartesian coordinates (Å):
N -0.925 -0.667 -0.746
C 1.535 0.394 1.451
C 0.372 -0.152 -0.606
C 0.811 0.773 -1.498
C 1.145 -0.551 0.579
C -1.952 -0.369 0.204
H 0.313 0.808 -2.462
H 1.979 -0.008 2.357
H -2.319 0.669 0.108
H -2.783 -1.063 0.352
H -1.585 -0.392 1.246
H 1.471 -1.556 0.807
H 1.370 1.455 1.346
H 1.835 1.100 -1.464
H -1.266 -0.442 -1.673


Entry 2:
One molecule with the formula C5H9N at a distorted geometry, computed with wB97M-V/def2-TZVPD.

- Calculated total energy: -250.4727 Ha
- Gap between HOMO and LUMO: 7.32 eV
- Structure (SMILES): C=N/C=C/CC
- HOMO energy: -7.07 eV
- Energy relative to the best compared isomer or geometry (same formula, charge and spin): 509.86 kJ/mol
- Strongest force on any atom: 3.759 eV Å⁻¹

Cartesian coordinates (Å):
N -0.374 0.245 2.501
C -0.753 0.388 0.051
C 0.132 0.268 -2.409
C -0.080 -0.950 2.843
C 0.162 -0.127 -0.983
C -0.138 0.732 1.231
H 0.944 -1.403 2.481
H 1.133 0.391 -2.863
H -0.655 -1.478 3.566
H 0.039 -1.265 -0.997
H -0.252 1.241 -2.488
H 1.309 -0.042 -0.641
H -1.706 0.940 -0.353
H -0.409 -0.437 -3.132
H 0.648 1.496 1.194


Entry 3:
A 2-piece molecular cluster, C5H9N overall, computed with wB97M-V/def2-TZVPD.

- Calculated total energy: -250.5888 Ha
- Gap between HOMO and LUMO: 10.20 eV
- Structure (SMILES): C=C=N.C=CC
- HOMO energy: -9.15 eV
- Energy relative to the best compared isomer or geometry (same formula, charge and spin): 205.05 kJ/mol
- Strongest force on any atom: 0.684 eV Å⁻¹

Cartesian coordinates (Å):
N 1.838 -1.358 -0.721
C 1.712 -0.197 1.532
C 1.767 -0.794 0.365
C -1.172 0.099 0.002
C -0.809 1.510 -0.360
C -1.325 -0.889 -0.878
H -1.193 -0.717 -1.946
H -0.041 1.908 0.311
H 1.520 -0.775 2.427
H 0.914 -1.403 -1.165
H -0.436 1.574 -1.388
H -1.607 -1.893 -0.570
H -1.685 2.163 -0.274
H 1.847 0.875 1.604
H -1.329 -0.103 1.061


Entry 4:
One molecule with the formula C5H9N at a distorted geometry, computed with wB97M-V/def2-TZVPD.

- Calculated total energy: -250.6129 Ha
- Gap between HOMO and LUMO: 9.57 eV
- Structure (SMILES): C[C@H]1C=CCN1
- HOMO energy: -8.41 eV
- Energy relative to the best compared isomer or geometry (same formula, charge and spin): 141.89 kJ/mol
- Strongest force on any atom: 3.315 eV Å⁻¹

Cartesian coordinates (Å):
N -0.347 -1.112 -0.129
C 1.956 -0.012 -0.223
C -1.492 0.874 -0.099
C -0.187 1.123 0.114
C -1.709 -0.578 -0.037
C 0.538 -0.089 0.398
H 0.774 -0.190 1.469
H -2.186 -0.820 -1.025
H 2.635 0.762 0.267
H 2.403 -0.988 -0.140
H -2.299 -0.889 0.837
H -0.125 -2.091 0.247
H -2.229 1.730 -0.286
H 1.874 0.183 -1.350
H 0.392 2.097 -0.044


> Which of these has the highest calculated total energy?

number 2